Record 1
The following is a quantum chemistry calculation of a single C3H6FOP molecule at a distorted geometry, from OMol25.

- energy above the lowest of the compared OMol25 structures with the same formula, charge and spin (kJ/mol) = 93.6
- Kohn-Sham gap (eV) = 8.22
- energy (a.u.) = -634.308512
- lowest unoccupied orbital energy (eV) = 0.5
- total charge = 0

Geometry (Å):
C 2.367146 0.340124 0.084909
C 1.053922 -0.102540 -0.095924
C -0.087617 0.684317 0.298915
O -1.731580 -1.475133 0.187286
F -2.755665 0.871771 0.236747
P -1.508672 0.017625 -0.398633
H 3.171944 -0.355898 0.150992
H 2.602633 1.413882 0.029898
H 0.935482 -1.125477 -0.351768
H 0.132759 1.743751 0.300470
H -1.835704 -1.525333 1.123887
H -2.344646 -0.487091 -1.566776

Forces on the atoms, in the same order (eV/Å):
-2.8 0.1 -1.0
3.7 1.2 1.6
-0.8 -0.5 -2.2
0.3 0.5 -1.3
1.4 -0.7 -0.8
-3.0 -0.2 1.4
0.5 -0.3 -0.4
-0.2 -0.5 0.7
-0.2 -1.0 0.1
-0.6 0.3 0.1
0.3 0.0 1.3
1.4 1.2 0.5

natural (NBO) atomic charge list, values in e, 5 entries: number 1, C, carries -0.453; number 2, C, carries -0.217; number 3, C, carries -0.827; number 4, O, carries -0.984; number 5, F, carries -0.569


Record 2
The following is a quantum chemistry calculation of C62H48FGeN2NiOP3S as an isolated structure, from OMol25.

- energy above the lowest of the compared OMol25 structures with the same formula, charge and spin (kJ/mol) = 318.9
- Kohn-Sham gap (alpha / beta) (eV) = 8.12 / 7.36
- energy (a.u.) = -7683.063451
- lowest unoccupied orbital energy (alpha / beta) (eV) = -4.5 / -5.7
- 2S+1 = 3
- total charge = +2

Geometry (Å):
Ni -0.244745 0.639238 0.274764
F -0.295066 5.438224 0.742705
Ge -0.295568 3.694643 0.979399
C 1.082540 3.374422 -0.427898
C 2.125198 4.278971 -0.182348
C 3.186265 4.419778 -1.058339
C 3.239419 3.661923 -2.221339
C 2.225503 2.760643 -2.482552
C 1.161456 2.603416 -1.591682
P -0.192073 1.456790 -1.949058
C -1.040194 2.179727 -3.368238
C -2.058355 3.091298 -3.088726
C -2.675690 3.785366 -4.117563
C -2.278925 3.571885 -5.430217
C -1.251230 2.681939 -5.712332
C -0.624114 1.992260 -4.686417
C 0.527847 -0.250303 -2.324893
C 0.146549 -0.896235 -3.619381
C 0.949070 -1.765860 -4.231351
C 2.275420 -2.105700 -3.711135
C 2.779164 -1.488565 -2.646252
C 2.007229 -0.459444 -1.891997
C 0.539210 3.504621 2.731318
C 0.493156 4.626810 3.558592
C 1.049047 4.597829 4.828609
C 1.664163 3.441555 5.289940
C 1.720240 2.321065 4.477252
C 1.153125 2.341608 3.202637
P 1.391458 0.890690 2.126370
C 1.390224 -0.483634 3.319759
C 2.408736 -1.426153 3.418788
C 2.353004 -2.415003 4.394601
C 1.298383 -2.451767 5.292528
C 0.294009 -1.495068 5.215605
C 0.330871 -0.526412 4.228146
C 3.129159 1.128654 1.572669
C 3.866449 0.144080 0.906556
C 5.173449 0.370120 0.510632
C 5.778795 1.594517 0.760387
C 5.065552 2.579400 1.419191
C 3.757236 2.349333 1.823358
C -2.240762 3.439518 1.234813
C -2.865940 4.679013 1.431701
C -4.182261 4.775208 1.856786
C -4.924072 3.628721 2.093984
C -4.334556 2.396071 1.880981
C -3.005034 2.285909 1.468699
P -2.422842 0.611316 1.062641
C -2.581045 -0.502184 2.478391
C -3.218618 -0.181864 3.672744
C -3.416676 -1.163387 4.635626
C -2.996732 -2.466057 4.405183
C -2.341641 -2.785854 3.223981
C -2.124169 -1.804696 2.271849
C -3.803496 0.093003 -0.009225
C -4.098716 0.896759 -1.109960
C -5.240528 0.674127 -1.858085
C -6.104614 -0.359361 -1.510987
C -5.804801 -1.176937 -0.433136
C -4.657258 -0.953922 0.319941
H 2.104959 4.904800 0.702119
H 3.969319 5.133790 -0.838803
H 4.059721 3.780171 -2.916613
H 2.252874 2.174100 -3.395280
H -2.352413 3.286960 -2.062919
H -3.459350 4.496837 -3.893513
H -2.761591 4.110684 -6.234666
H -0.928941 2.532103 -6.734202
H 0.190560 1.319908 -4.921827
H -0.802608 -0.645507 -4.067197
H 0.634894 -2.217271 -5.163858
H 2.862689 -2.842813 -4.243464
H 3.786626 -1.691146 -2.300905
H 2.602142 0.437452 -1.723386
H 0.024907 5.537383 3.203994
H 1.006687 5.478047 5.456424
H 2.105678 3.415752 6.277278
H 2.213874 1.427171 4.836949
H 3.282294 -1.369734 2.786138
H 3.160929 -3.131010 4.474937
H 1.271289 -3.205919 6.068134
H -0.514955 -1.496154 5.933363
H -0.446666 0.226505 4.195307
H 3.428949 -0.815454 0.691979
H 5.726324 -0.418345 0.015641
H 6.800522 1.771366 0.451579
H 5.526255 3.535356 1.632217
H 3.235392 3.134662 2.351802
H -2.318226 5.592801 1.254768
H -4.623766 5.752669 1.999873
H -5.953551 3.692588 2.419716
H -4.929585 1.498828 2.006306
H -3.566269 0.825707 3.860211
H -3.918528 -0.909807 5.560323
H -3.169917 -3.230430 5.151615
H -1.993228 -3.796281 3.050689
H -1.613161 -2.055386 1.347629
H -3.450994 1.726818 -1.361486
H -5.468681 1.319031 -2.697417
H -7.011327 -0.521985 -2.079371
H -6.473737 -1.982419 -0.158950
H -4.456131 -1.583312 1.176676
O 1.585173 -0.974452 -0.591002
C 0.190721 -0.930089 -0.926456
N 1.239311 -3.371300 0.404242
C 0.136622 -3.357192 -0.336174
N -0.369167 -2.290861 -0.958120
C -1.618083 -2.562280 -1.565585
C -2.430620 -1.667726 -2.243467
C -3.568626 -2.158468 -2.857939
C -3.921677 -3.502319 -2.763862
C -3.144172 -4.386776 -2.039416
C -1.991388 -3.894710 -1.446961
S -0.820419 -4.783498 -0.508850
H 1.843946 -2.564789 0.384104
H 1.547551 -4.229673 0.827773
H -2.198796 -0.615167 -2.293365
H -4.199499 -1.478102 -3.411026
H -4.819128 -3.857753 -3.251551
H -3.418979 -5.428945 -1.949524

Forces on the atoms, in the same order (eV/Å):
-0.3 -0.3 0.0
0.0 0.0 0.1
0.1 -0.1 -0.1
0.1 0.2 0.1
0.0 0.0 0.0
0.0 0.0 0.0
0.0 0.0 0.1
0.0 0.0 0.0
-0.1 -0.1 -0.1
0.1 0.0 0.3
0.0 0.0 0.0
0.0 0.0 0.0
0.0 0.0 0.0
0.0 0.0 0.0
0.0 0.0 0.0
0.0 0.0 0.0
0.0 0.0 0.1
0.0 -0.1 0.0
0.0 0.0 0.0
0.0 0.0 0.0
0.0 0.0 0.0
0.0 0.0 0.1
0.0 -0.1 0.0
0.0 0.1 0.0
0.0 0.0 0.0
0.0 0.0 -0.1
0.0 0.0 0.1
0.0 0.0 0.0
0.1 0.1 -0.2
0.0 0.0 0.1
0.0 0.0 0.0
0.0 0.0 0.0
0.0 0.0 0.0
0.0 0.0 0.0
0.0 -0.1 0.0
0.1 0.1 0.0
-0.1 0.0 0.0
0.0 0.0 0.0
0.0 0.0 0.0
0.0 0.0 0.0
0.0 0.0 0.0
-0.1 0.1 -0.1
0.0 0.0 0.0
0.0 -0.1 0.0
0.1 0.0 0.0
-0.1 0.0 0.0
0.2 -0.1 0.0
0.2 0.2 -0.1
-0.1 0.0 0.0
0.0 0.0 0.0
0.0 0.0 0.0
0.0 0.0 0.1
0.1 0.0 0.0
0.0 0.0 0.0
-0.1 -0.1 0.0
0.0 0.0 0.0
0.0 0.0 0.0
0.0 0.0 0.0
0.0 0.0 0.0
0.0 0.0 0.0
0.0 0.0 0.0
0.0 0.0 0.0
0.0 0.0 0.0
0.0 0.0 0.0
0.0 0.0 0.0
0.0 0.0 0.0
0.0 0.0 0.0
0.0 0.0 0.0
0.0 0.0 0.0
-0.1 0.0 0.0
0.0 0.0 0.0
0.0 0.0 0.0
0.0 0.0 0.0
0.0 0.0 0.0
0.0 0.0 0.0
0.0 0.0 0.0
0.0 0.0 0.0
0.0 0.0 0.0
0.0 0.0 -0.1
0.0 0.0 0.0
0.0 0.0 0.0
0.0 0.0 0.0
0.0 0.0 0.0
-0.1 -0.1 0.0
0.0 0.0 0.0
0.0 0.0 0.0
0.0 0.0 0.0
0.0 0.0 0.0
0.0 0.0 0.0
0.0 0.0 0.0
0.0 0.0 0.0
0.0 0.0 0.0
0.0 0.0 0.0
0.0 0.0 0.0
0.0 0.0 0.0
0.0 0.0 0.0
0.0 0.0 0.0
0.0 0.0 0.0
0.0 0.0 0.0
0.0 0.0 0.0
0.0 0.0 0.0
0.0 0.0 0.0
0.1 0.0 0.0
0.1 -0.1 -0.1
-0.1 0.0 0.0
0.1 -0.1 0.1
-0.1 0.1 0.0
0.0 0.0 -0.1
0.1 -0.1 -0.1
0.0 0.0 0.0
0.0 0.0 0.0
0.0 0.0 0.0
0.0 0.0 0.0
0.0 0.0 0.0
0.0 0.0 0.0
0.0 0.0 0.0
0.0 0.0 0.0
0.0 0.0 0.0
0.0 0.0 0.0
0.0 0.0 0.0

Löwdin atomic charge list, values in e, 5 entries: number 1, Ni, carries 0.226; number 2, F, carries -0.253; number 3, Ge, carries 0.925; number 4, C, carries -0.254; number 5, C, carries -0.110


Record 3
The following is a quantum chemistry calculation of a 12-piece molecular cluster, C50H65N7O5 overall at a distorted geometry, from OMol25.

- energy above the lowest of the compared OMol25 structures with the same formula, charge and spin (kJ/mol) = 98.8
- Kohn-Sham gap (eV) = 9.27
- energy (a.u.) = -2703.621376
- lowest unoccupied orbital energy (eV) = 0.4
- total charge = 0

Geometry (Å):
N -4.371375 -2.976286 0.816672
C -4.431610 -2.610751 2.049796
C -3.271602 -2.148652 2.718617
C -2.013370 -2.187024 2.050989
C -1.964352 -2.693053 0.755697
C -3.178587 -3.097021 0.196436
H -5.420666 -2.638227 2.482726
H -3.450636 -1.864715 3.745138
H -1.126971 -1.873644 2.582473
H -1.026049 -2.786644 0.229172
H -3.204441 -3.601448 -0.758182
N 2.879348 2.360411 0.156734
C 3.884398 2.184781 0.993859
C 5.209294 1.964267 0.552956
C 5.466166 1.953720 -0.856237
C 4.416685 2.142870 -1.669528
C 3.157294 2.279078 -1.154647
H 3.688314 2.176154 2.055871
H 6.007660 1.780095 1.256583
H 6.458072 1.855829 -1.272083
H 4.476921 2.164262 -2.747637
H 2.390972 2.327537 -1.914124
N 4.387695 -1.389134 4.241102
C 3.685528 -0.369199 3.728600
C 2.314246 -0.517277 3.504902
C 1.658391 -1.656468 3.931937
C 2.387533 -2.602629 4.611109
C 3.766043 -2.476394 4.649436
H 4.273175 0.415549 3.275559
H 1.780576 0.260439 2.978827
H 0.586877 -1.775921 3.868747
H 1.966746 -3.501173 5.037661
H 4.278632 -3.273250 5.167775
N -0.509766 3.421838 -1.631362
C -0.313178 4.358582 -0.669238
C -0.234099 5.700364 -0.974615
C -0.252472 6.061694 -2.292101
C -0.395612 5.106871 -3.305309
C -0.642967 3.816208 -2.892610
H -0.178800 3.878736 0.288939
H -0.142751 6.448445 -0.201033
H -0.078853 7.095558 -2.551688
H -0.115500 5.318814 -4.326583
H -0.671148 3.045028 -3.648185
N -0.688778 1.275726 -6.265165
C -0.245461 2.053164 -7.257112
C 1.058489 2.053718 -7.659172
C 1.916501 1.125940 -7.030403
C 1.469986 0.312192 -5.995323
C 0.157006 0.457507 -5.627864
H -0.937062 2.789409 -7.639256
H 1.409503 2.720684 -8.432703
H 2.922623 1.019854 -7.408382
H 2.169505 -0.374653 -5.542217
H -0.258939 -0.082738 -4.790298
N 1.258702 -6.250835 0.148245
C 0.920492 -7.317969 -0.620335
C 0.287393 -7.141968 -1.845625
C -0.001592 -5.908011 -2.347146
C 0.403107 -4.797205 -1.576530
C 1.002429 -5.017066 -0.348320
H 1.079943 -8.297807 -0.195024
H 0.105998 -8.064883 -2.376404
H -0.557339 -5.768187 -3.262565
H 0.161110 -3.796056 -1.901408
H 1.281012 -4.207475 0.309966
N -5.721654 0.683841 -1.002784
C -4.623524 0.608210 -0.166121
C -4.037014 1.785764 0.348282
C -4.616046 3.037868 0.127654
C -5.785080 3.089426 -0.648282
C -6.320485 1.886950 -1.171194
H -4.250464 -0.393844 -0.014104
H -3.178518 1.710762 0.999251
H -4.195784 3.912093 0.602535
H -6.170339 4.092053 -0.761112
H -7.178542 1.876079 -1.826953
C 4.007616 -3.669470 -1.457034
C 4.746576 -3.211169 -0.199199
O 5.815447 -3.722975 0.118107
C 4.092755 -2.160398 0.750759
H 3.420243 -4.501880 -1.069488
H 4.676011 -4.049481 -2.229641
H 3.299415 -2.884256 -1.721583
H 4.049107 -1.194684 0.247180
H 4.631235 -2.158274 1.698459
H 3.096676 -2.495143 1.040347
C -0.659417 4.101244 3.053950
C 0.704562 4.761301 3.158122
O 0.984734 5.727492 2.472456
C 1.772580 4.305257 4.130684
H -0.657709 3.063669 2.719973
H -1.164478 4.584915 2.217846
H -1.215443 4.216156 3.984402
H 1.350019 3.988917 5.084350
H 2.416034 5.168894 4.298620
H 2.414286 3.537588 3.698250
C -1.322389 -1.223155 7.709121
C -1.238056 -1.240732 6.183254
O -1.523222 -2.214450 5.489384
C -0.744439 0.065846 5.482889
H -0.356917 -1.336056 8.202308
H -1.837059 -2.145533 7.978226
H -1.782096 -0.406321 8.265497
H -1.477401 0.871967 5.515092
H -0.712998 -0.056552 4.400239
H 0.254286 0.314619 5.841731
C -3.509275 0.332780 -3.938891
C -3.387803 -1.112934 -3.541200
O -2.404167 -1.528901 -2.937607
C -4.549757 -2.053088 -3.893019
H -4.548759 0.590524 -3.736092
H -3.362225 0.574944 -4.991427
H -2.801060 0.943202 -3.378609
H -4.438649 -3.119875 -3.698796
H -4.807191 -1.996166 -4.950654
H -5.489480 -1.810600 -3.396826
C -0.342066 0.693787 0.902368
C 0.342093 -0.320144 -0.024676
O 0.882342 -1.328247 0.427655
C 0.479291 -0.034421 -1.499718
H 0.256002 1.584434 1.095153
H -0.618111 0.273206 1.869329
H -1.197067 1.117999 0.375952
H 1.419576 -0.437580 -1.875795
H 0.414442 1.015763 -1.784315
H -0.341023 -0.572780 -1.974421

Forces on the atoms, in the same order (eV/Å):
0.3 -1.6 -2.6
1.6 1.4 1.1
-0.2 -0.6 -0.6
-1.8 0.0 1.0
-0.8 -0.1 0.2
-0.1 0.2 0.5
0.0 0.2 0.4
0.7 0.2 0.1
0.1 0.0 -0.1
-0.1 -0.1 0.0
0.0 0.3 -0.3
-0.8 -0.3 -0.9
1.9 -0.3 -0.6
-0.4 0.0 -1.3
1.1 0.1 2.8
-0.9 -0.1 -1.5
-0.5 0.4 0.7
-0.2 0.2 0.1
0.0 0.1 0.1
0.2 -0.2 0.3
0.4 -0.1 -0.1
-0.7 0.3 0.5
1.1 0.6 0.1
-0.6 -2.0 -0.6
0.4 0.8 -0.2
-0.3 0.2 0.7
0.2 -0.7 -0.4
-0.9 0.4 0.8
-0.1 0.4 0.3
-0.1 0.1 -0.1
0.0 0.1 -0.3
-0.3 0.0 -0.1
0.7 0.1 -0.2
-0.5 0.4 0.8
-0.2 -1.6 -1.3
-0.3 0.0 1.0
0.2 0.3 -1.4
0.4 0.7 0.9
1.4 -0.3 -0.2
0.1 0.6 0.4
0.2 0.0 0.1
0.0 0.1 -0.1
-0.6 0.2 -0.2
-0.4 -0.4 0.0
-0.2 0.0 0.4
-0.3 0.1 1.0
1.2 -1.0 0.3
-0.2 0.4 -0.7
0.8 0.6 -0.9
-0.9 0.3 -0.2
-0.3 -0.1 -0.2
0.1 0.0 0.0
0.2 0.1 0.1
-0.2 -0.1 0.2
-0.1 -0.2 0.1
-0.3 -0.4 -0.8
-0.1 2.3 0.7
0.5 -1.8 0.1
0.3 1.5 0.7
-0.7 -0.6 -0.4
0.1 -1.2 0.2
0.2 -0.1 -0.1
-0.4 0.1 -0.3
0.1 0.0 -0.1
0.1 0.1 0.0
0.0 0.3 -0.1
0.6 0.7 1.4
-1.4 1.9 -1.5
-0.5 -0.8 0.2
-0.7 -1.4 -0.5
0.7 -0.4 0.6
1.7 0.0 0.2
0.2 0.0 0.1
0.1 -0.1 0.0
0.0 0.2 -0.2
-0.7 -0.2 -0.4
-0.2 0.1 0.0
0.0 0.4 1.4
1.2 -0.3 0.9
-1.1 0.6 -0.5
0.3 -1.4 -0.5
-0.2 -0.2 -0.2
-0.1 0.4 0.0
0.1 -0.1 -0.6
-0.1 0.1 0.2
0.4 0.3 -0.4
-0.3 0.2 -0.5
0.1 0.3 -0.7
0.7 0.5 -0.3
-0.6 -0.4 0.0
-0.2 0.3 0.2
0.4 -0.3 0.6
-0.2 0.4 0.3
0.0 -0.1 0.0
0.1 -0.3 0.0
0.0 0.0 0.0
-0.3 -0.3 0.0
-0.1 -1.4 0.2
0.0 0.7 -1.4
0.4 1.3 1.6
-0.6 -0.9 -0.3
0.4 0.1 -0.5
-0.2 0.0 0.1
-0.2 0.3 -0.8
0.1 0.2 1.0
0.3 -0.6 0.0
-0.2 0.4 0.1
-0.5 0.1 0.1
0.7 -1.2 0.3
-0.9 0.4 -0.5
-0.4 -0.1 -0.3
0.0 0.4 0.2
0.2 -0.5 -0.2
-0.2 -0.1 0.2
0.8 0.2 0.3
0.2 0.3 -0.2
0.1 0.6 0.3
-0.3 -0.1 -0.7
1.7 -0.1 1.0
-0.9 0.9 -0.2
-0.2 0.1 0.0
0.7 -0.2 -0.3
-0.1 -0.2 -0.2
-0.3 -0.2 0.1
0.0 -0.2 0.2
-0.2 0.0 0.3
-0.2 0.0 -0.3

Löwdin atomic charge list, values in e, 5 entries: number 1, N, carries 0.037; number 2, C, carries -0.182; number 3, C, carries -0.041; number 4, C, carries -0.059; number 5, C, carries -0.057


Question: Among the records above, which one has the lowest energy?
Answer: C62H48FGeN2NiOP3S


Question: Which formula does entry 3 have?
Answer: C50H65N7O5


Question: Which formula does entry 3 have?
Answer: C50H65N7O5